1.
{
  "formula": "C4H6NOP",
  "method": "ωB97M-V/def2-TZVPD",
  "orbital_gap_ev": [6.81, 6.80],
  "total_charge": 0,
  "e_tot_ha": -627.186115,
  "e_homo_ha": [-0.291, -0.291],
  "lumo_ev": [-1.10, -1.11],
  "relative_energy_kj_mol": 378.4,
  "elements": ["P", "O", "N", "C", "C", "C", "C", "H", "H", "H", "H", "H", "H"],
  "coordinates": [[0.100, -1.893, -1.434], [-0.006, -1.913, 0.790], [-0.014, -0.226, -0.714], [-0.348, 0.867, -1.309], [0.726, 0.301, 1.439], [0.706, 1.250, 2.346], [0.253, -0.618, 0.608], [-1.347, -2.264, -1.305], [-0.669, 1.791, -0.792], [-0.072, -1.300, -2.818], [-0.250, 1.603, 2.605], [1.615, 1.651, 2.931], [-0.693, 0.752, -2.348]]
}



2.
{
  "formula": "C11H18",
  "method": "ωB97M-V/def2-TZVPD",
  "orbital_gap_ev": [2.63, 6.86],
  "total_charge": -1,
  "e_tot_ha": -429.871513,
  "e_homo_ha": [0.033, -0.125],
  "lumo_ev": [3.52, 3.47],
  "spin_multiplicity": 2,
  "relative_energy_kj_mol": 45.9,
  "elements": ["C", "C", "C", "C", "C", "C", "C", "C", "C", "C", "C", "H", "H", "H", "H", "H", "H", "H", "H", "H", "H", "H", "H", "H", "H", "H", "H", "H", "H"],
  "coordinates": [[-1.765, -1.981, 1.576], [1.628, 3.271, 1.174], [1.629, 3.328, -1.378], [1.236, -1.336, -0.741], [-1.033, -3.027, -0.604], [-3.114, -1.378, 1.143], [0.785, 3.313, -0.104], [1.042, -2.338, -1.704], [-0.790, -2.125, 0.432], [0.361, -1.354, 0.410], [-0.069, -3.156, -1.665], [0.127, 2.451, -0.210], [-0.157, -3.916, -2.441], [2.115, 2.367, -1.554], [-1.881, -2.957, 2.059], [2.685, 3.255, 0.914], [1.828, -2.636, -2.389], [2.051, -0.625, -0.779], [-1.338, -1.358, 2.357], [0.165, 4.207, -0.053], [-3.037, -0.898, 0.159], [2.404, 4.087, -1.377], [-3.490, -0.687, 1.893], [0.957, 3.452, -2.231], [-1.889, -3.692, -0.633], [-3.885, -2.145, 0.991], [1.431, 4.142, 1.797], [0.516, -0.620, 1.195], [1.489, 2.357, 1.761]]
}



3.
{
  "formula": "C19H38AgN2O5",
  "method": "ωB97M-V/def2-TZVPD",
  "orbital_gap_ev": 4.69,
  "total_charge": -1,
  "e_tot_ha": -1379.378518,
  "e_homo_ha": -0.086,
  "lumo_ev": 2.34,
  "relative_energy_kj_mol": 0.0,
  "elements": ["Ag", "O", "O", "O", "O", "O", "N", "N", "C", "C", "C", "C", "C", "C", "C", "C", "C", "C", "C", "C", "C", "C", "C", "C", "C", "C", "C", "H", "H", "H", "H", "H", "H", "H", "H", "H", "H", "H", "H", "H", "H", "H", "H", "H", "H", "H", "H", "H", "H", "H", "H", "H", "H", "H", "H", "H", "H", "H", "H", "H", "H", "H", "H", "H", "H"],
  "coordinates": [[24.009, -11.151, -4.048], [20.144, -11.668, -4.852], [22.059, -10.642, -5.475], [22.122, -12.351, -4.019], [23.914, -9.127, -2.432], [26.632, -12.518, -4.577], [25.223, -9.595, -2.295], [25.506, -13.138, -5.196], [24.943, -14.461, -3.256], [24.467, -11.475, -0.955], [25.360, -9.494, 0.218], [27.949, -9.932, -1.543], [25.801, -8.284, -4.266], [24.172, -13.503, -7.173], [25.347, -14.517, -4.716], [26.875, -10.955, -1.206], [24.086, -14.998, -6.952], [25.150, -11.342, -6.824], [24.181, -15.205, -5.450], [26.644, -15.351, -4.877], [27.593, -9.288, -2.863], [26.203, -8.658, -2.839], [26.270, -7.331, -2.041], [25.427, -12.817, -6.626], [21.402, -11.554, -4.793], [26.651, -13.193, -7.480], [25.490, -10.333, -1.059], [27.445, -12.450, -7.372], [28.325, -8.514, -3.117], [26.821, -11.623, -2.074], [26.834, -6.562, -2.579], [24.070, -13.192, -8.218], [25.758, -14.012, -2.673], [25.411, -10.132, 1.103], [26.752, -7.418, -1.070], [28.944, -10.386, -1.542], [28.025, -9.187, -0.742], [26.326, -13.229, -8.524], [25.079, -11.122, -7.891], [26.443, -16.352, -5.255], [25.656, -9.188, -4.858], [27.425, -12.812, -5.054], [23.215, -15.066, -4.960], [27.075, -14.187, -7.338], [24.351, -16.268, -5.206], [24.191, -11.067, -6.354], [23.455, -11.075, -0.927], [27.687, -10.010, -3.682], [26.576, -7.659, -4.722], [24.622, -12.032, -0.026], [25.903, -10.674, -6.392], [24.590, -12.176, -1.779], [24.859, -15.472, -2.843], [24.029, -13.886, -3.109], [27.328, -14.885, -5.582], [23.286, -13.082, -6.681], [24.481, -8.849, 0.232], [24.917, -7.646, -4.302], [24.818, -15.600, -7.507], [27.098, -11.561, -0.327], [26.199, -8.805, 0.382], [27.186, -15.440, -3.933], [23.119, -15.334, -7.331], [25.277, -6.890, -1.904], [23.777, -8.393, -1.807]]
}